No. 1
Entry from the OMol25 dataset: a cluster of 2 separate species, C5H14N3 in total at a distorted geometry (the ωB97M-V functional and the def2-TZVPD basis).

Geometry as XYZ:
```
22
Properties=species:S:1:pos:R:3:nbo_charge:R:1
C -1.869 -0.073 0.937 0.018
C 1.698 1.217 1.648 -0.446
C 2.220 -0.800 0.200 -0.464
C 0.398 0.583 -1.478 -0.347
C -2.762 -1.023 -1.055 -0.466
N 1.613 0.516 0.457 -0.021
N 0.729 1.061 -0.315 -0.377
N -1.849 -0.472 -0.265 -0.226
H -0.983 0.333 1.351 0.211
H -2.718 0.184 1.548 0.222
H 2.743 1.542 1.702 0.241
H 0.901 1.941 1.728 0.252
H 1.657 0.746 2.591 0.231
H 1.324 -1.502 0.171 0.221
H 2.804 -0.970 -0.802 0.249
H 2.913 -0.972 0.991 0.239
H -0.061 1.383 -2.137 0.247
H 0.911 -0.258 -2.021 0.209
H -0.635 0.120 -1.198 0.267
H -2.929 -0.383 -1.930 0.247
H -3.703 -1.183 -0.573 0.238
H -2.402 -1.990 -1.551 0.254
```

Summary:
Total charge   +1
HOMO level (alpha / beta)   -10.561 / -13.632 eV
HOMO-LUMO gap (alpha / beta)   6.712 / 6.070 eV
Relative energy (zero: lowest compared OMol25 entry of this formula, charge and spin)   80.2 kcal per mole
E_LUMO (alpha / beta)   -3.85 / -7.56 eV
Multiplicity   3



No. 2
Entry from the OMol25 dataset: an isolated molecule of C7H10 (the ωB97M-V functional and the def2-TZVPD basis).

Geometry as XYZ:
```
17
Properties=species:S:1:pos:R:3:nbo_charge:R:1
C 1.359 -0.537 0.824 -0.656
C 0.283 0.510 0.667 0.025
C 0.309 1.651 1.344 -0.401
C -0.654 0.517 -0.472 -0.296
C -0.190 0.226 -1.875 -0.409
C -1.012 -0.743 -1.123 -0.004
C -1.462 -1.738 -0.384 -0.381
H 1.912 -0.357 1.751 0.223
H 1.030 -1.585 0.835 0.230
H 2.050 -0.430 -0.016 0.214
H -1.482 -1.444 0.668 0.188
H -0.493 2.372 1.214 0.192
H 1.198 1.937 1.880 0.193
H -1.472 1.231 -0.372 0.221
H 0.861 -0.030 -1.995 0.230
H -0.593 0.851 -2.664 0.235
H -1.786 -2.737 -0.631 0.198
```

Summary:
HOMO level   -8.556 eV
HOMO-LUMO gap   9.566 eV
Relative energy (zero: lowest compared OMol25 entry of this formula, charge and spin)   77.8 kcal per mole
E_LUMO   1.01 eV
SMILES string   C=C(C)[C@H]1CC1=C
Multiplicity   1



Number 1: E -9868.3963 eV. Number 2: E -7417.6604 eV.